{
  "formula": "C14H32F6N6O8S2",
  "method": "ωB97M-V/def2-TZVPD",
  "gap_ev": 9.2,
  "lumo_ev": -0.02,
  "e_tot_ev": -78334.01959,
  "e_above_lowest_kcal_mol": 18.1,
  "charge": 0,
  "symbols": ["N", "H", "H", "H", "H", "C", "F", "F", "F", "S", "O", "O", "N", "S", "O", "O", "C", "F", "F", "F", "C", "C", "O", "N", "C", "H", "H", "H", "H", "H", "H", "H", "C", "C", "O", "N", "C", "H", "H", "H", "H", "H", "H", "H", "C", "C", "O", "N", "C", "H", "H", "H", "H", "H", "H", "H", "C", "C", "O", "N", "C", "H", "H", "H", "H", "H", "H", "H"],
  "xyz": [[7.200, -4.585, 44.807], [7.387, -3.574, 44.864], [7.944, -5.033, 44.252], [6.278, -4.797, 44.332], [7.100, -4.978, 45.755], [3.833, -2.900, 43.696], [2.782, -2.140, 43.932], [4.230, -2.762, 42.443], [4.806, -2.480, 44.524], [3.405, -4.684, 44.069], [3.204, -4.741, 45.496], [2.217, -4.933, 43.292], [4.864, -5.453, 43.612], [4.366, -6.653, 42.731], [3.662, -7.676, 43.456], [3.836, -6.300, 41.438], [6.011, -7.530, 42.396], [6.604, -6.909, 41.353], [6.832, -7.586, 43.437], [5.746, -8.762, 41.963], [7.252, 0.351, 45.869], [7.486, -0.765, 44.886], [7.877, -1.858, 45.305], [7.185, -0.576, 43.598], [7.428, -1.559, 42.557], [6.848, 1.236, 45.374], [8.211, 0.685, 46.272], [6.645, 0.043, 46.714], [6.611, 0.212, 43.350], [6.617, -2.288, 42.536], [8.395, -2.023, 42.746], [7.468, -1.094, 41.574], [8.349, -6.456, 48.459], [8.122, -4.968, 48.245], [7.200, -4.561, 47.547], [8.999, -4.146, 48.854], [8.928, -2.716, 48.754], [8.020, -7.016, 47.587], [7.636, -6.764, 49.228], [9.387, -6.659, 48.701], [9.734, -4.564, 49.397], [9.547, -2.238, 47.993], [8.990, -2.229, 49.728], [7.932, -2.399, 48.430], [9.610, -10.774, 47.290], [9.962, -9.342, 46.949], [10.481, -8.656, 47.823], [9.644, -8.880, 45.729], [10.047, -7.575, 45.249], [9.128, -11.320, 46.479], [9.010, -10.775, 48.193], [10.595, -11.204, 47.477], [9.163, -9.452, 45.059], [10.238, -7.548, 44.172], [10.909, -7.141, 45.740], [9.175, -6.910, 45.289], [10.815, -4.340, 41.532], [10.440, -4.338, 43.004], [9.574, -5.070, 43.464], [11.161, -3.500, 43.780], [11.014, -3.317, 45.215], [10.759, -5.365, 41.175], [11.793, -3.915, 41.323], [10.053, -3.753, 41.014], [11.649, -2.752, 43.315], [11.984, -3.405, 45.706], [10.376, -4.055, 45.693], [10.603, -2.324, 45.390]],
  "atomic_forces_ev_per_a": [[-0.8, -0.6, -0.5], [0.0, 0.0, 0.2], [0.0, 0.2, 0.4], [0.6, 0.2, 0.2], [0.3, 0.3, 0.1], [0.0, -0.8, 0.7], [-0.4, 0.1, -0.2], [0.1, 0.3, -0.3], [0.4, 0.0, -0.2], [-0.5, 0.1, 1.3], [1.0, 0.2, -0.6], [1.2, 0.1, -0.2], [-2.7, 1.9, 0.7], [0.1, -2.9, -1.8], [0.0, 0.3, 0.3], [0.7, 0.0, 0.4], [-1.1, 0.7, -1.5], [0.5, 0.1, 0.6], [0.3, 0.0, 0.2], [0.0, -0.1, 0.5], [0.4, 0.9, -0.5], [-0.6, -1.0, 0.9], [0.5, 0.1, -0.2], [-0.1, 0.8, -0.6], [-0.2, -0.2, 0.2], [-0.3, -0.1, 0.2], [0.1, -0.3, 0.0], [-0.2, -0.2, -0.2], [0.2, 0.1, 0.1], [0.3, -0.2, 0.0], [-0.1, -0.2, 0.0], [0.0, 0.3, 0.1], [-0.5, 0.7, 0.1], [-0.1, -0.8, -0.4], [0.0, 0.2, 0.1], [0.2, 0.1, -0.1], [-1.3, 1.2, 0.0], [0.3, 0.1, -0.2], [0.4, 0.0, 0.3], [-0.1, -0.4, 0.1], [0.0, 0.0, 0.0], [0.6, -0.3, 0.2], [0.7, -0.1, 0.0], [-0.1, -0.6, -0.1], [0.5, 0.3, -0.7], [-0.5, -0.1, 1.1], [0.2, 0.1, -0.6], [0.6, 0.2, -0.6], [-1.1, 0.7, -0.8], [-0.1, 0.0, 0.1], [0.0, -0.1, 0.0], [-0.2, -0.4, 0.2], [0.0, -0.3, 0.2], [0.2, -0.6, 0.1], [-0.1, -0.2, 0.4], [0.3, 0.3, 0.5], [-0.5, 0.1, 0.3], [0.5, 0.1, 0.1], [0.1, -0.2, -0.2], [0.0, 0.1, 0.1], [0.1, 0.2, 0.2], [0.0, 0.0, -0.1], [0.0, 0.0, 0.1], [0.0, -0.1, -0.2], [0.2, -0.2, -0.1], [0.1, 0.1, -0.1], [-0.2, -0.1, -0.4], [-0.1, -0.1, 0.3]]
}


{
  "formula": "C6H6",
  "method": "ωB97M-V/def2-TZVPD",
  "gap_ev": 10.9,
  "smiles": "C#CC(C)C#C",
  "lumo_ev": 1.00,
  "e_tot_ev": -6314.81824,
  "e_above_lowest_kcal_mol": 101.1,
  "charge": 0,
  "symbols": ["C", "C", "C", "C", "C", "C", "H", "H", "H", "H", "H", "H"],
  "xyz": [[-1.741, -1.457, 0.104], [-1.059, -0.480, 0.287], [-0.055, 0.551, 0.155], [-0.020, 0.641, -1.419], [1.108, 0.165, 1.023], [1.887, -0.172, 1.886], [-2.279, -2.356, 0.204], [-0.386, 1.527, 0.545], [0.226, -0.301, -1.931], [-1.030, 0.896, -1.799], [0.684, 1.417, -1.675], [2.594, -0.504, 2.627]],
  "atomic_forces_ev_per_a": [[0.6, 0.8, 0.8], [-1.0, -1.3, 0.3], [-0.2, 0.0, -0.3], [0.5, 0.3, 0.2], [0.3, -0.1, 0.0], [-0.4, 0.2, -0.8], [-0.4, -0.3, -0.2], [-0.1, -0.3, -0.2], [0.2, 0.3, 0.6], [0.6, 0.1, 0.5], [0.2, 0.2, -0.5], [-0.3, 0.2, -0.4]]
}


{
  "formula": "C4H10N2O",
  "method": "ωB97M-V/def2-TZVPD",
  "gap_ev": 10.3,
  "smiles": "NCC[C@H](N)C=O",
  "lumo_ev": 0.82,
  "e_tot_ev": -9336.08909,
  "e_above_lowest_kcal_mol": 66.8,
  "charge": 0,
  "symbols": ["N", "C", "C", "C", "N", "C", "O", "H", "H", "H", "H", "H", "H", "H", "H", "H", "H"],
  "xyz": [[1.193, -1.443, -0.916], [0.834, -1.272, 0.525], [-0.513, -0.524, 0.717], [-0.462, 0.642, -0.309], [0.665, 1.631, -0.101], [-1.763, 1.335, -0.302], [-2.898, 0.828, -0.364], [1.462, -2.454, -1.040], [2.093, -0.910, -1.181], [0.849, -2.316, 1.174], [1.551, -0.680, 0.983], [-1.326, -1.236, 0.336], [-0.751, -0.380, 1.765], [-0.493, 0.329, -1.315], [0.332, 2.557, -0.178], [0.971, 1.481, 0.837], [-1.745, 2.411, -0.631]],
  "atomic_forces_ev_per_a": [[1.9, -1.2, 0.1], [-1.0, -2.6, 0.8], [0.1, -2.5, -2.9], [-0.3, 1.6, 3.0], [-0.5, -2.6, -0.4], [-4.1, 0.5, -2.0], [2.8, 0.6, 0.9], [-0.5, 1.5, 0.0], [-2.0, -1.0, 0.9], [-0.1, 2.4, -1.9], [1.7, 1.0, 1.0], [0.9, 1.1, 0.5], [0.2, 0.9, 0.0], [0.7, -1.1, -1.2], [-0.4, 1.2, -0.1], [0.4, 0.3, 0.6], [0.3, -0.1, 0.7]]
}


- charge of number 3 (C4H10N2O)?
  0


- What is the formula in the second record?
  C6H6